No. 1
DFT (the ωB97M-V functional and the def2-TZVPD basis) results for a structure of composition C60H121N6O18V in a non-equilibrium geometry.

```
206
Properties=species:S:1:pos:R:3:mulliken_charge:R:1
O 10.441 -18.012 -13.591 -0.51
V 11.998 -17.883 -14.011 1.46
O 12.148 -16.795 -15.243 -0.68
C 9.793 -21.090 -13.856 -1.20
C 10.514 -21.596 -15.167 2.81
C 9.401 -22.056 -16.097 -0.47
C 9.771 -22.103 -17.604 -0.09
C 10.243 -20.706 -17.945 0.27
C 11.372 -20.093 -17.171 2.51
N 11.228 -20.367 -15.700 1.74
O 12.417 -20.022 -14.907 -0.80
C 11.419 -18.620 -17.644 -1.87
C 12.760 -20.639 -17.839 -1.91
C 11.335 -22.787 -14.743 -0.84
H 9.165 -21.807 -13.328 0.52
H 9.127 -20.244 -14.030 -0.41
H 10.440 -20.764 -13.042 -0.39
H 8.460 -21.534 -15.922 -1.25
H 9.262 -23.093 -15.792 0.75
H 8.896 -22.438 -18.161 0.55
H 10.550 -22.863 -17.545 -0.44
H 9.321 -20.145 -17.793 -0.27
H 10.198 -20.656 -19.033 -1.41
H 11.703 -18.521 -18.692 -0.21
H 12.242 -18.115 -17.138 0.54
H 10.443 -18.191 -17.414 0.44
H 12.892 -20.414 -18.897 0.03
H 12.982 -21.678 -17.595 0.41
H 13.570 -20.068 -17.383 0.68
H 11.532 -23.494 -15.549 -0.58
H 10.848 -23.413 -13.995 0.60
H 12.376 -22.678 -14.440 -0.01
C 7.068 -16.528 -12.625 -0.42
C 7.081 -18.072 -12.257 0.87
O 7.718 -17.956 -11.005 -0.40
C 8.153 -16.690 -10.677 0.64
O 8.616 -16.339 -9.568 -0.62
O 7.916 -15.885 -11.664 -0.36
H 6.100 -16.122 -12.334 0.34
H 7.342 -16.282 -13.651 0.28
H 7.665 -18.664 -12.962 -0.57
H 6.051 -18.418 -12.176 0.23
C 8.440 -20.715 -22.671 -0.54
C 9.749 -20.591 -21.880 1.01
O 10.041 -19.159 -21.909 -0.06
C 9.021 -18.543 -22.601 0.53
O 9.142 -17.318 -22.905 -0.61
O 7.965 -19.366 -22.669 -0.37
H 7.670 -21.306 -22.175 0.36
H 8.529 -21.180 -23.652 0.25
H 10.563 -21.161 -22.328 0.13
H 9.535 -20.894 -20.855 -0.52
C 12.766 -17.659 -23.413 -0.03
C 12.906 -17.078 -22.044 0.49
O 14.286 -17.280 -21.725 -0.33
C 14.923 -17.609 -22.936 0.57
O 16.091 -17.982 -23.028 -0.53
O 14.036 -17.637 -24.006 -0.37
H 12.067 -17.108 -24.042 0.33
H 12.384 -18.679 -23.426 0.01
H 12.418 -17.589 -21.214 -0.37
H 12.497 -16.069 -22.015 0.26
C 15.842 -21.175 -19.971 -1.67
C 15.856 -22.188 -21.222 1.59
C 16.642 -23.389 -20.678 -1.26
C 16.589 -24.589 -21.585 -0.96
C 15.124 -25.033 -21.721 -0.04
C 14.096 -23.909 -22.101 1.61
N 14.435 -22.664 -21.459 0.40
O 13.474 -21.736 -21.655 -0.05
C 14.092 -23.808 -23.645 -1.71
C 12.865 -24.422 -21.380 -2.09
C 16.635 -21.668 -22.464 -1.64
H 15.094 -21.502 -19.250 0.30
H 15.346 -20.226 -20.176 0.16
H 16.829 -20.939 -19.572 0.48
H 17.672 -23.076 -20.507 0.55
H 16.465 -23.682 -19.643 0.28
H 17.311 -25.310 -21.200 0.45
H 16.991 -24.294 -22.554 0.45
H 14.879 -25.326 -20.700 -0.83
H 15.190 -25.913 -22.361 0.50
H 13.485 -23.034 -24.116 0.32
H 15.032 -23.469 -24.080 0.32
H 13.753 -24.749 -24.079 0.40
H 12.799 -25.510 -21.417 0.51
H 12.805 -24.391 -20.292 0.40
H 11.912 -24.153 -21.836 0.35
H 16.088 -20.888 -22.993 0.20
H 16.726 -22.512 -23.148 0.35
H 17.697 -21.442 -22.362 0.39
H 13.212 -21.530 -20.754 0.18
C 6.026 -19.998 -18.118 -1.69
C 5.858 -18.851 -17.120 1.84
C 5.312 -17.602 -17.926 -0.97
C 3.798 -17.550 -17.956 -0.87
C 3.179 -18.017 -16.544 -1.51
C 3.674 -19.383 -16.021 1.71
N 5.109 -19.304 -15.920 0.29
O 5.794 -20.228 -15.109 0.94
C 3.136 -19.205 -14.570 -1.75
C 3.028 -20.688 -16.673 -1.45
C 7.200 -18.421 -16.570 -1.20
H 6.688 -19.764 -18.952 0.57
H 5.098 -20.284 -18.613 0.35
H 6.458 -20.877 -17.640 -0.07
H 5.498 -16.601 -17.536 0.39
H 5.607 -17.604 -18.975 0.32
H 3.399 -18.135 -18.785 0.32
H 3.429 -16.527 -18.038 0.50
H 2.093 -17.985 -16.621 0.50
H 3.322 -17.097 -15.977 0.45
H 3.693 -19.841 -13.881 -0.03
H 3.363 -18.227 -14.145 0.43
H 2.065 -19.333 -14.411 0.43
H 3.539 -21.560 -16.264 0.25
H 1.939 -20.714 -16.672 0.45
H 3.272 -20.871 -17.720 0.25
H 7.739 -17.811 -17.295 0.65
H 7.889 -19.233 -16.339 -0.07
H 7.232 -17.891 -15.618 -0.38
H 5.769 -20.979 -15.707 -0.55
C 14.244 -27.692 -13.380 -2.12
C 13.530 -27.771 -14.715 1.59
C 12.221 -27.008 -14.444 -1.13
C 11.692 -26.475 -15.801 -0.55
C 12.766 -25.739 -16.604 -0.89
C 13.848 -26.695 -17.085 1.77
N 14.394 -27.160 -15.769 0.23
O 15.663 -27.754 -15.772 -0.45
C 13.349 -27.784 -18.030 -1.73
C 14.895 -25.865 -17.986 -1.63
C 13.210 -29.349 -14.880 -1.87
H 14.967 -28.445 -13.065 0.30
H 13.581 -27.666 -12.515 0.46
H 14.670 -26.702 -13.219 0.53
H 11.456 -27.743 -14.193 0.32
H 12.335 -26.251 -13.668 0.41
H 10.905 -25.768 -15.538 0.09
H 11.106 -27.151 -16.424 0.48
H 13.240 -24.928 -16.052 0.28
H 12.222 -25.235 -17.403 0.35
H 14.091 -28.527 -18.321 0.41
H 12.519 -28.239 -17.488 0.37
H 12.952 -27.458 -18.991 0.22
H 15.518 -25.482 -17.178 0.54
H 15.452 -26.437 -18.728 0.44
H 14.290 -25.208 -18.610 -0.01
H 14.072 -30.016 -14.881 0.49
H 12.729 -29.568 -15.833 0.34
H 12.606 -29.761 -14.072 0.46
H 15.430 -28.623 -16.106 0.36
C 2.319 -22.483 -13.264 -1.83
C 3.083 -23.809 -13.675 1.41
C 2.242 -24.527 -14.746 -1.13
C 2.970 -25.732 -15.444 -0.84
C 4.269 -25.161 -16.077 -1.38
C 5.170 -24.478 -14.996 1.39
N 4.419 -23.421 -14.191 1.18
O 5.150 -22.597 -13.349 -0.56
C 5.904 -25.565 -14.139 -1.74
C 6.277 -23.667 -15.913 -1.83
C 3.130 -24.720 -12.477 -1.90
H 1.304 -22.727 -12.951 0.53
H 2.096 -21.835 -14.111 0.19
H 2.710 -21.825 -12.487 0.39
H 1.314 -24.918 -14.329 0.55
H 2.059 -23.809 -15.545 0.22
H 2.279 -26.360 -16.006 0.46
H 3.262 -26.384 -14.620 0.27
H 4.006 -24.362 -16.770 0.40
H 4.858 -25.824 -16.710 0.45
H 6.098 -25.251 -13.113 0.36
H 5.414 -26.535 -14.224 0.32
H 6.893 -25.770 -14.548 0.44
H 6.908 -24.397 -16.419 0.75
H 5.727 -23.112 -16.674 0.24
H 6.833 -22.968 -15.288 0.16
H 2.145 -25.099 -12.203 0.41
H 3.449 -24.118 -11.626 0.40
H 3.718 -25.637 -12.505 0.33
H 4.876 -21.736 -13.672 0.19
C 14.874 -19.922 -8.538 -0.92
O 14.364 -20.067 -9.900 -0.25
C 13.311 -20.958 -9.934 -1.04
C 12.877 -21.107 -11.380 -0.10
N 13.983 -21.403 -12.304 -0.08
C 14.574 -22.590 -11.991 -0.18
C 16.128 -22.466 -12.333 -0.83
O 16.642 -21.533 -11.386 -0.18
C 18.002 -21.730 -11.028 -0.81
H 15.807 -19.382 -8.374 0.28
H 15.034 -20.902 -8.088 0.33
H 14.059 -19.589 -7.896 0.37
H 12.528 -20.539 -9.303 0.65
H 13.498 -21.912 -9.440 0.51
H 12.635 -20.056 -11.539 -0.19
H 11.990 -21.733 -11.478 0.32
H 13.321 -21.554 -13.051 -0.07
H 14.249 -23.355 -12.696 0.16
H 14.367 -23.065 -11.032 0.32
H 16.358 -22.210 -13.367 0.29
H 16.559 -23.451 -12.157 0.46
H 18.317 -22.770 -11.112 0.34
H 18.078 -21.558 -9.954 0.24
H 18.669 -21.066 -11.578 0.28
```

- multiplicity = 1
- net charge = 0
- total energy (hartree) = -4984.9519
- molecular weight (g mol⁻¹) = 1265.596
- highest occupied orbital energy (eV) = -7.87



No. 2
DFT (the ωB97M-V functional and the def2-TZVPD basis) results for a cluster of 3 separate species, C3H3BrO in total in a non-equilibrium geometry.

```
8
Properties=species:S:1:pos:R:3:nbo_charge:R:1
C -1.854 -0.337 0.134 -0.25
C -1.121 -1.267 0.395 -0.18
C 0.438 1.002 -0.541 0.54
O 0.140 1.983 -0.078 -0.46
Br 3.432 -0.160 0.090 -0.28
H -2.640 0.274 -0.301 0.25
H 2.010 0.367 -0.364 0.17
H -0.405 -1.861 0.664 0.21
```

- multiplicity = 1
- net charge = 0
- energy relative to the best compared isomer or geometry (same formula, charge and spin) (kJ/mol) = 231.76
- total energy (hartree) = -2765.2442
- molecular weight (g mol⁻¹) = 134.960
- highest occupied orbital energy (eV) = -10.55



No. 3
DFT (the ωB97M-V functional and the def2-TZVPD basis) results for a structure of composition C5H6O2.

```
13
Properties=species:S:1:pos:R:3:nbo_charge:R:1
C -1.143 -0.934 0.185 -0.10
O -1.492 0.350 -0.335 -0.50
C -0.302 1.035 -0.569 0.06
C 0.797 1.052 0.476 0.07
O 0.621 0.026 1.440 -0.51
C 0.375 -0.901 0.352 0.06
C 0.861 0.118 -0.702 -0.33
H -1.468 -1.747 -0.485 0.18
H -1.644 -0.951 1.149 0.21
H -0.439 1.905 -1.198 0.22
H 1.391 1.914 0.758 0.20
H 0.915 -1.846 0.473 0.21
H 1.528 -0.020 -1.543 0.23
```

- multiplicity = 1
- net charge = 0
- energy relative to the best compared isomer or geometry (same formula, charge and spin) (kJ/mol) = 281.34
- total energy (hartree) = -344.4948
- molecular weight (g mol⁻¹) = 98.101
- highest occupied orbital energy (eV) = -8.80



No. 4
DFT (the ωB97M-V functional and the def2-TZVPD basis) results for a structure of composition C20H44BI3NO3S.

```
73
Properties=species:S:1:pos:R:3:mulliken_charge:R:1
C 1.492 5.074 1.885 -1.61
C 0.622 3.878 1.579 0.30
I -0.763 3.592 3.173 -0.14
C 0.659 3.052 0.534 -0.63
I 2.313 3.619 -0.734 -0.13
B -0.144 1.718 -0.040 0.97
C -0.354 1.895 -1.701 -0.36
C -0.960 3.190 -2.114 -0.25
N -2.190 3.531 -2.085 -0.85
C 0.718 0.320 0.261 -0.69
C 2.235 0.313 0.509 -0.70
C 3.079 0.174 -0.771 -0.67
S 4.141 -1.316 -0.821 -0.26
C -1.642 1.474 0.610 -1.21
C -2.361 0.234 0.027 -0.22
C -3.749 0.489 -0.571 -1.40
I -3.868 0.300 -2.703 -0.09
H 1.152 5.600 2.774 0.42
H 2.529 4.768 2.050 0.40
H 1.477 5.774 1.046 0.39
H -1.007 1.086 -2.054 0.30
H 0.605 1.768 -2.218 0.28
H -0.276 3.956 -2.495 0.37
H -2.749 2.744 -1.743 0.26
H 0.536 -0.376 -0.575 0.35
H 0.252 -0.156 1.135 0.22
H 2.480 -0.536 1.156 0.56
H 2.554 1.213 1.048 0.23
H 2.432 0.126 -1.649 0.26
H 3.759 1.013 -0.911 0.30
H 3.460 -2.014 -1.737 0.07
H -2.297 2.354 0.537 0.63
H -1.522 1.281 1.675 0.27
H -2.517 -0.493 0.833 0.30
H -1.739 -0.283 -0.707 0.30
H -4.122 1.487 -0.343 0.52
H -4.484 -0.234 -0.225 0.52
C -5.722 -3.663 -3.575 -1.02
C -4.692 -3.890 -4.670 0.36
C -3.308 -4.161 -4.099 -1.06
O -4.660 -2.786 -5.574 -0.55
H -5.443 -2.792 -2.976 0.15
H -6.705 -3.479 -4.007 0.30
H -5.786 -4.527 -2.910 0.36
H -5.001 -4.736 -5.289 0.28
H -2.971 -3.303 -3.510 0.21
H -2.589 -4.327 -4.900 0.30
H -3.316 -5.036 -3.447 0.34
H -4.380 -2.018 -5.059 0.30
C 2.644 3.185 6.298 -1.13
C 2.895 4.655 6.594 0.37
C 2.129 5.124 7.822 -1.25
O 2.576 5.457 5.461 -0.50
H 1.583 3.028 6.084 0.24
H 3.209 2.867 5.423 0.30
H 2.921 2.554 7.145 0.39
H 3.964 4.819 6.754 0.28
H 1.055 5.001 7.659 0.31
H 2.327 6.178 8.017 0.31
H 2.405 4.546 8.705 0.37
H 1.638 5.326 5.274 0.30
C 3.418 -5.672 -1.923 -1.18
C 1.951 -5.277 -1.891 0.48
C 1.032 -6.462 -2.139 -1.29
O 1.692 -4.231 -2.824 -0.52
H 3.676 -6.066 -2.911 0.33
H 4.048 -4.804 -1.729 0.24
H 3.646 -6.440 -1.182 0.36
H 1.716 -4.835 -0.920 0.28
H 1.229 -6.890 -3.127 0.35
H -0.011 -6.149 -2.105 0.27
H 1.187 -7.245 -1.395 0.37
H 1.890 -4.565 -3.707 0.32
```

- multiplicity = 1
- net charge = -1
- total energy (hartree) = -2385.0667
- molecular weight (g mol⁻¹) = 770.167
- highest occupied orbital energy (eV) = -5.41